1.
H22NeO11 | ωB97M-V/def2-TZVPD

```
34
Properties=species:S:1:pos:R:3
Ne 10.641 11.853 0.454
O 10.443 10.402 3.458
O 13.082 12.934 1.246
O 8.806 9.404 -1.795
O 9.442 14.625 -0.715
O 10.966 14.443 -3.026
O 10.703 14.556 1.805
O 13.302 10.233 3.008
O 12.957 8.029 1.453
O 8.844 9.357 1.438
O 14.147 11.137 -0.932
O 9.124 12.972 3.571
H 14.694 10.853 -0.200
H 9.273 9.494 0.593
H 12.790 7.419 2.171
H 9.621 9.027 -2.126
H 9.941 11.205 3.594
H 7.909 9.375 1.237
H 12.367 10.367 3.167
H 8.485 9.950 -2.512
H 8.945 14.038 -1.285
H 11.276 13.794 1.889
H 13.367 13.839 1.373
H 9.515 13.575 2.938
H 9.154 13.444 4.403
H 13.293 12.742 0.333
H 9.934 9.906 2.817
H 14.642 11.847 -1.342
H 11.171 15.372 -3.128
H 12.884 8.896 1.852
H 10.415 14.540 0.892
H 9.348 15.488 -1.119
H 13.555 10.961 2.441
H 10.458 14.397 -2.216
```

gap between HOMO and LUMO	0.3645	Ha
maximum force	0.022	Eh/bohr
energy relative to the best compared isomer or geometry (same formula, charge and spin)	79.6	kJ/mol
molecular weight	218.3	g/mol

2.
C7H20NOSi | ωB97M-V/def2-TZVPD

```
30
Properties=species:S:1:pos:R:3
Si -1.149 0.704 -0.050
O -0.088 1.424 1.035
N 2.233 0.229 0.457
C -0.801 -1.825 1.383
C -0.953 1.503 -1.800
C -0.725 -1.089 0.050
C 3.615 0.763 0.339
C -1.154 -1.983 -1.029
C 1.856 -0.712 -0.659
C -2.879 1.106 0.715
H -3.471 0.215 0.644
H 1.783 -0.468 -1.691
H 4.312 0.023 0.362
H -0.524 -1.128 2.332
H -1.811 -2.000 1.592
H -0.151 -2.649 1.329
H 2.314 -1.636 -0.606
H 3.679 1.465 1.031
H -2.741 1.387 1.860
H -0.693 -2.946 -1.250
H -1.317 -1.383 -2.006
H 1.440 1.100 0.491
H 0.104 1.779 -1.933
H -3.188 2.056 0.219
H 3.672 1.224 -0.762
H -1.596 2.470 -1.778
H -2.151 -2.217 -0.936
H -0.454 2.043 1.770
H 2.216 -0.228 1.403
H -1.377 0.774 -2.509
```

net charge	+1
gap between HOMO and LUMO (spin up / spin down)	0.3341 / 0.2832	Ha
maximum force	0.132	Eh/bohr
energy relative to the best compared isomer or geometry (same formula, charge and spin)	324.6	kJ/mol
molecular weight	162.3	g/mol

3.
C4H8NO2 | ωB97M-V/def2-TZVPD

```
15
Properties=species:S:1:pos:R:3
O -0.819 1.834 -1.922
O 0.731 0.700 -3.103
N 0.617 0.342 -0.809
C 0.126 1.003 -2.066
C 0.898 -0.712 1.422
C -0.018 0.306 0.555
C -1.407 -0.345 0.178
H 1.506 -0.328 2.284
H 1.587 0.277 -0.645
H 1.625 -1.305 0.712
H -2.146 -0.645 1.038
H -0.898 -1.295 -0.242
H 0.186 -1.470 1.862
H -1.887 0.409 -0.499
H -0.101 1.230 1.236
```

net charge	-1
gap between HOMO and LUMO	0.2859	Ha
maximum force	0.045	Eh/bohr
energy relative to the best compared isomer or geometry (same formula, charge and spin)	145.3	kJ/mol
molecular weight	102.1	g/mol